ORCA calculation (ωB97M-V/def2-TZVPD) on C23H22CoN3O4P as an isolated structure.

Geometry (Å):
1 O 10.939 11.610 8.175
2 C 10.392 13.852 8.979
3 N 7.281 11.397 9.104
4 H 6.726 10.613 8.661
5 Co 9.302 11.089 9.048
6 H 9.800 5.581 13.186
7 H 6.516 8.290 9.241
8 C 7.889 8.690 7.573
9 C 10.714 6.938 7.371
10 C 9.448 6.240 12.387
11 N 9.337 10.956 10.963
12 C 7.980 8.778 6.160
13 H 8.845 4.738 10.946
14 C 8.082 13.632 8.410
15 H 6.590 12.442 7.364
16 C 13.131 8.259 7.176
17 O 12.630 13.067 8.361
18 H 11.725 5.186 6.671
19 O 9.290 12.214 11.717
20 H 9.752 6.417 7.299
21 H 4.598 7.880 7.796
22 C 11.845 6.236 6.953
23 H 10.152 14.586 8.123
24 H 10.745 14.327 9.920
25 H 4.872 7.641 5.317
26 H 7.080 8.052 4.304
27 C 6.640 8.362 8.172
28 P 9.323 8.975 8.589
29 C 9.104 5.782 11.103
30 C 11.474 12.776 8.489
31 C 10.772 8.245 7.775
32 H 6.048 13.130 8.974
33 H 9.571 10.164 12.827
34 H 12.036 9.975 7.983
35 H 8.671 6.307 9.047
36 H 8.833 9.245 5.724
37 H 9.784 8.053 13.491
38 C 5.707 7.964 5.970
39 H 9.199 12.905 10.960
40 C 13.099 6.877 6.820
41 C 9.577 9.939 11.768
42 C 6.944 8.258 5.363
43 C 9.489 8.521 11.445
44 C 5.552 8.066 7.356
45 C 6.878 12.674 8.442
46 C 9.204 8.047 10.133
47 C 9.577 7.602 12.528
48 N 9.113 13.187 9.246
49 H 14.009 8.903 6.991
50 H 6.963 11.353 10.073
51 O 8.130 14.620 7.680
52 H 13.969 6.353 6.444
53 C 8.946 6.655 10.023
54 C 12.006 8.930 7.695

Multiplicity: 5
Highest occupied orbital energy (alpha / beta), eV: -11.30 / -12.01
Charge: +1

Here are the natural (NBO) charges for atoms 1 to 5, given in e: O -0.82; C -0.39; N -0.89; H 0.42; Co 1.30

ORCA calculation (ωB97M-V/def2-TZVPD) on C12H36N4O7P2 as an isolated structure.

Geometry (Å):
1 H -2.330 -2.135 7.530
2 H 3.596 -1.952 -0.842
3 H -1.962 -2.695 3.067
4 H -0.533 -1.964 5.026
5 H -2.319 -4.451 3.059
6 H 0.927 3.608 -3.656
7 H 0.467 2.782 -5.182
8 H 1.924 -0.790 -3.909
9 N -2.236 -0.465 6.129
10 H -0.749 -1.193 7.408
11 C -1.714 -3.659 3.557
12 H -2.886 5.191 -4.344
13 H 3.337 -1.626 -3.289
14 C -2.117 -3.481 5.074
15 H -3.659 3.065 -4.954
16 O -0.888 2.565 -3.633
17 C 1.946 -0.881 -1.766
18 O 0.453 -4.968 1.298
19 O 3.383 0.451 -3.305
20 O 2.010 -3.254 2.375
21 C -2.172 4.428 -4.672
22 H -1.861 0.438 2.605
23 H 3.421 -0.291 -0.257
24 C 2.677 -0.767 -3.116
25 H 0.479 0.460 -2.209
26 O -0.390 -2.556 1.151
27 O 0.539 -0.822 3.192
28 H -0.450 5.729 -4.923
29 H -2.425 3.508 -2.751
30 N 1.167 0.328 -1.472
31 H -3.243 -0.620 6.152
32 N -2.895 3.456 -5.500
33 H -2.097 0.334 6.748
34 H 1.251 -1.723 -1.846
35 H -2.268 -4.475 5.553
36 C -1.611 -1.624 6.848
37 N -1.874 -0.407 2.037
38 H -0.040 -0.384 3.834
39 H 4.559 0.877 -1.655
40 H -3.123 -3.002 5.052
41 O -0.311 -3.988 3.547
42 P -0.222 -0.926 1.678
43 H 5.152 -0.470 -2.681
44 H -2.274 2.663 -5.648
45 C 0.445 2.729 -4.092
46 H -0.534 4.433 -6.124
47 C 2.872 -1.174 -0.589
48 C 4.653 0.502 -2.676
49 C -1.021 -2.619 5.779
50 C -1.590 3.777 -3.405
51 H -1.617 5.805 -6.243
52 P 0.422 -3.678 2.087
53 H 5.271 1.211 -3.231
54 C -1.129 5.132 -5.535
55 H 1.011 1.844 -3.798
56 H 1.793 1.123 -1.581
57 H -0.262 -3.269 6.267
58 H 1.995 -2.893 3.278
59 H -0.967 4.482 -2.841
60 H 2.296 -1.525 0.268
61 H -2.272 -0.193 1.124

Multiplicity: 1
Highest occupied orbital energy, eV: -8.52
Charge: 0

Here are the natural (NBO) charges for atoms 1 to 5, given in e: H 0.18; H 0.21; H 0.20; H 0.20; H 0.20

ORCA calculation (ωB97M-V/def2-TZVPD) on an isolated molecule of C6H10O.

Geometry (Å):
1 H -0.335 -1.760 -0.143
2 H -2.289 -1.318 0.988
3 H -0.573 1.587 1.165
4 H -2.408 1.008 -0.478
5 H 2.654 -0.955 0.307
6 C -0.234 0.900 -0.607
7 C -0.092 -1.041 0.701
8 C 0.699 -0.197 -0.145
9 H 2.587 0.076 -1.141
10 H -1.777 -0.340 -1.453
11 O -0.131 1.943 0.374
12 H -0.003 1.363 -1.570
13 C -1.503 -0.629 0.695
14 H 2.475 0.806 0.464
15 H 0.368 -1.623 1.503
16 C 2.179 -0.071 -0.133
17 C -1.618 0.250 -0.525

Multiplicity: 1
Highest occupied orbital energy (alpha / beta), eV: -7.04 / -7.63
Charge: 0

Here are the natural (NBO) charges for atoms 1 to 5, given in e: H 0.31; H 0.20; H 0.46; H 0.23; H 0.21

ORCA calculation (ωB97M-V/def2-TZVPD) on a 2-piece molecular cluster, C8H12O overall.

Geometry (Å):
1 H 3.073 2.083 0.301
2 H -1.650 -0.976 2.391
3 C -0.212 1.757 1.110
4 C 2.053 1.676 0.278
5 O 0.861 -2.790 -3.591
6 H 2.511 0.094 -1.206
7 H 1.332 3.155 1.720
8 H -0.990 2.079 1.815
9 H 0.858 -1.838 -3.341
10 C 1.749 0.546 -0.556
11 C 0.475 0.040 -0.480
12 H -2.807 -1.768 1.276
13 H -2.296 -0.389 -0.523
14 H -2.601 0.667 0.887
15 C 1.102 2.292 1.082
16 H 1.736 -3.124 -3.287
17 H -1.045 -1.973 1.031
18 C -0.521 0.571 0.398
19 C -1.829 -1.263 1.341
20 H 0.088 -0.783 -1.095
21 C -1.885 -0.055 0.449

Multiplicity: 1
Highest occupied orbital energy, eV: -8.99
Charge: 0
SMILES: CCc1ccccc1.O

Here are the natural (NBO) charges for atoms 1 to 5, given in e: H 0.21; H 0.21; C -0.21; C -0.22; O -0.94

ORCA calculation (ωB97M-V/def2-TZVPD) on C5H11NO as an isolated structure.

Geometry (Å):
1 H -2.185 -0.238 1.559
2 H -2.767 -0.467 -1.709
3 H 2.387 -1.690 0.441
4 H -2.036 -1.665 -0.615
5 O 2.820 -0.860 0.712
6 C 1.957 0.434 -0.214
7 H -1.460 1.445 1.479
8 H -1.137 -1.094 -2.029
9 C -1.223 0.305 -0.395
10 C -1.494 0.439 1.058
11 N -0.249 -0.135 0.594
12 C -1.832 -0.787 -1.237
13 C 0.959 0.645 0.770
14 H 2.772 1.147 -0.291
15 H 0.870 1.640 1.212
16 H 1.753 -0.124 -1.129
17 H -0.986 1.236 -0.916
18 H 1.976 -0.291 1.342

Multiplicity: 1
Highest occupied orbital energy, eV: -7.62
Charge: 0

Here are the natural (NBO) charges for atoms 1 to 5, given in e: H 0.20; H 0.21; H 0.48; H 0.22; O -0.85

ORCA calculation (ωB97M-V/def2-TZVPD) on C36H45BeCl2N3O5SSe2Si as an isolated structure.

Geometry (Å):
1 H -2.927 -1.170 -2.641
2 H 1.661 3.799 -3.701
3 H 4.258 -0.855 -2.549
4 Si 1.198 -0.439 -2.504
5 C 3.211 -2.327 -4.579
6 H 0.650 3.581 3.503
7 C 0.967 -0.172 2.893
8 H 2.024 2.183 5.074
9 C 1.374 2.799 -3.364
10 C -2.394 5.472 3.199
11 C -1.790 5.752 1.988
12 H 5.093 -2.424 -2.500
13 O -1.321 2.518 -1.738
14 H -1.416 -0.174 -5.900
15 H -1.585 -2.625 -5.158
16 C 1.521 1.738 4.225
17 Se 0.955 -2.113 2.916
18 H 3.941 -1.978 -1.217
19 C -2.734 -3.613 -0.326
20 H -3.764 2.064 0.230
21 Se 1.185 -3.040 0.825
22 H -3.350 -4.422 -0.699
23 H 4.495 1.325 -3.553
24 H 0.053 -2.612 -4.458
25 H 0.916 8.224 -2.870
26 H -3.668 4.108 4.277
27 C -3.383 3.524 2.232
28 H -2.824 0.408 -3.446
29 N -1.345 5.226 -0.328
30 H -1.337 -3.039 -3.450
31 O -1.450 1.110 0.008
32 H -1.731 4.799 -1.154
33 H 3.074 2.878 -5.595
34 H -3.576 3.338 -0.980
35 C -1.846 2.114 -0.715
36 C -3.188 4.342 3.333
37 C 2.061 7.565 -1.171
38 H 3.813 -4.553 -3.099
39 H -0.816 1.022 -4.725
40 H -4.387 -2.312 0.137
41 C -3.085 2.824 -0.151
42 H 4.062 3.020 -3.247
43 Cl 1.233 4.678 1.404
44 H 1.618 1.893 -5.864
45 O -0.426 -0.617 -2.693
46 C 3.729 1.984 -3.134
47 H 2.046 -4.458 -3.286
48 C -1.365 -3.759 -0.240
49 Be -0.300 0.133 0.342
50 C 2.399 1.789 -3.853
51 C -1.183 -0.925 -3.885
52 C -2.489 -1.410 0.524
53 Cl -1.535 6.871 -2.724
54 N -1.148 -1.510 0.550
55 H 2.977 6.619 0.524
56 C 2.586 1.929 -5.359
57 H 2.915 8.193 -1.389
58 H 3.207 1.112 -5.732
59 C 2.911 -4.029 -2.773
60 C 1.622 0.378 3.984
61 H 2.396 -2.790 -5.141
62 C -0.755 -0.023 -5.042
63 H -2.252 6.144 4.037
64 C -2.650 -0.663 -3.565
65 H -1.185 6.645 1.878
66 C -0.147 6.808 -1.683
67 C -0.607 -2.709 0.257
68 H -3.278 -1.037 -4.377
69 N 0.227 0.578 2.057
70 H 2.786 -4.177 -1.697
71 O 1.763 -1.977 -2.673
72 H 0.381 2.561 -3.750
73 C -0.998 -2.395 -4.264
74 C 1.000 5.897 0.195
75 C -1.946 4.905 0.886
76 C 3.009 -2.540 -3.081
77 H 2.197 -0.265 4.637
78 C -0.186 5.962 -0.558
79 O 1.958 0.438 -3.645
80 H -4.028 2.656 2.322
81 C -3.314 -2.435 0.121
82 H -0.873 -4.685 -0.503
83 C 0.764 2.514 3.366
84 S 1.561 0.265 -0.548
85 H 1.320 2.792 -2.275
86 H 3.611 1.768 -2.070
87 C 0.140 1.896 2.301
88 C -2.786 3.777 0.998
89 C 2.088 6.707 -0.088
90 H -0.463 2.463 1.608
91 C 0.947 7.591 -1.993
92 H 3.225 -1.259 -4.803
93 H -2.884 -0.448 0.823
94 H 4.156 -2.773 -4.903
95 C 4.151 -1.911 -2.288
96 H 0.274 -0.237 -5.344

Multiplicity: 1
Highest occupied orbital energy, eV: -7.61
Charge: 0

Here are the Mulliken charges for atoms 1 to 5, given in e: H 0.18; H 0.69; H 0.04; Si -0.95; C -1.46

ORCA calculation (ωB97M-V/def2-TZVPD) on C13H30O12S2V as an isolated structure.

Geometry (Å):
1 H -1.572 -1.770 0.168
2 O 0.942 0.812 0.568
3 H 2.763 2.670 -1.044
4 H -3.520 0.923 -3.994
5 O 2.640 2.518 1.100
6 S 1.179 -4.016 0.802
7 O -0.063 -3.806 0.137
8 O -2.495 1.389 -2.314
9 H -2.523 -2.474 1.468
10 O -0.717 4.615 -2.054
11 H -5.066 1.619 -1.983
12 H 3.574 1.327 -0.276
13 O 2.716 0.296 2.199
14 H -2.031 -1.001 -3.738
15 H -5.633 0.196 -2.839
16 H 1.735 -1.468 -0.366
17 H 3.856 -2.414 -2.275
18 C -3.022 -0.296 2.951
19 H 5.168 3.244 -1.007
20 H -4.090 -0.203 2.718
21 H -3.206 -1.494 0.076
22 H -1.158 -0.474 2.214
23 C -2.901 -0.851 -3.098
24 O -0.355 -0.143 -1.467
25 S 1.822 1.240 1.590
26 C 2.131 -2.296 -0.956
27 C 4.582 3.237 -0.098
28 H 3.671 -0.802 -1.475
29 C 3.530 -1.876 -1.380
30 O -2.044 0.761 0.907
31 O -0.484 3.337 -0.298
32 H 4.234 4.236 0.185
33 O 1.578 -5.300 1.273
34 H -3.604 -1.453 -3.714
35 H 1.650 2.418 3.556
36 V -0.942 1.177 -0.789
37 H -2.850 -1.182 3.566
38 H 1.041 -3.276 2.998
39 C 1.417 -2.797 2.088
40 H -4.803 0.098 -1.326
41 H 4.275 -2.205 -0.647
42 C -2.423 -1.587 0.830
43 H 5.083 2.950 0.833
44 C -0.063 3.627 -1.516
45 O -0.047 2.553 -2.275
46 C -2.147 -0.360 1.688
47 H 2.481 -2.612 2.170
48 C 0.888 1.990 2.898
49 H 0.767 -1.929 2.005
50 C -4.769 0.613 -2.300
51 H 0.314 2.849 2.559
52 O 2.307 -3.513 -0.203
53 H 1.518 -2.454 -1.837
54 C -3.392 0.589 -2.939
55 H -2.742 0.574 3.553
56 C 3.312 2.383 -0.145
57 H 0.376 1.167 3.386
58 H -2.890 -1.361 -2.132

Multiplicity: 2
Highest occupied orbital energy (alpha / beta), eV: -0.72 / -0.73
Charge: -2

Here are the natural (NBO) charges for atoms 1 to 5, given in e: H 0.24; O -0.90; H 0.23; H 0.10; O -0.71

ORCA calculation (ωB97M-V/def2-TZVPD) on C22H26N3O4PbSeTe4 as an isolated structure.

Geometry (Å):
1 C -1.162 -2.142 -1.869
2 Te 1.695 -0.394 5.932
3 H 4.356 -4.656 -1.814
4 C 2.778 -3.309 1.456
5 Se -1.427 3.146 1.668
6 O 2.447 -0.553 1.698
7 H 0.160 6.032 -1.237
8 Te 0.373 -2.735 6.234
9 H 3.554 -6.244 -0.064
10 C 1.494 2.811 -1.462
11 H 1.706 -0.294 -1.673
12 C -3.416 0.645 0.820
13 C 3.473 -5.175 0.064
14 H -2.752 2.884 -1.292
15 C -3.754 2.768 -1.700
16 H 2.529 3.165 -1.454
17 C 3.800 -2.917 -0.684
18 C -4.571 0.891 -0.145
19 Pb 0.981 0.501 3.181
20 C -4.747 2.332 -0.628
21 H 0.820 -2.398 -2.650
22 C 0.163 -1.752 -2.083
23 C -0.211 0.206 -0.818
24 H 2.037 1.431 0.105
25 C 0.826 5.216 -0.951
26 O 2.598 -6.810 2.022
27 Te -0.811 -1.735 2.540
28 C 0.667 -0.571 -1.559
29 H -3.450 1.347 1.653
30 C -1.172 1.725 0.528
31 H -5.761 2.430 -1.028
32 C 3.229 -2.425 0.484
33 C -2.031 -1.365 -1.121
34 H -3.471 -0.364 1.235
35 C 2.919 -4.665 1.225
36 H -0.479 3.654 -1.649
37 H -1.510 -3.081 -2.278
38 H 4.145 -2.199 -1.416
39 H -4.481 0.226 -1.011
40 Te -1.892 -1.991 4.994
41 N -2.096 0.775 0.223
42 H -5.477 0.581 0.384
43 C 3.916 -4.283 -0.899
44 H -3.709 2.040 -2.514
45 C 1.235 2.138 -0.117
46 O 1.983 -5.168 3.273
47 C 3.094 -0.921 0.667
48 N -0.021 1.388 -0.111
49 H 0.660 5.021 0.108
50 H -4.041 3.731 -2.126
51 H 1.855 5.559 -1.085
52 H -3.045 -1.684 -0.923
53 H 1.168 2.864 0.692
54 H 2.325 -2.945 2.368
55 C -1.529 -0.181 -0.603
56 H -4.680 3.008 0.229
57 H 0.661 4.218 -2.850
58 C 0.558 3.972 -1.789
59 H 1.438 2.053 -2.247
60 O 3.584 -0.184 -0.192
61 N 2.468 -5.618 2.259

Multiplicity: 1
Highest occupied orbital energy, eV: -4.37
Charge: -1

Here are the natural (NBO) charges for atoms 1 to 5, given in e: C -0.22; Te -0.49; H 0.21; C -0.18; Se -0.29

Question: Look up the charge of the third one.
Answer: 0

Question: The lowest charge belongs to which entry?
Answer: C13H30O12S2V